Entry 1:
{"formula": "C4H6N2O", "method": "wB97M-V/def2-TZVPD", "gap_ev": 9.280, "homo_ev": -8.635, "e_tot_ha": -340.739089, "lumo_energy_ev": 0.64, "smiles": "OCc1cnc[nH]1", "relative_energy_kj_mol": 146.6, "charge": 0, "elements": ["O", "C", "C", "C", "N", "C", "N", "H", "H", "H", "H", "H", "H"], "xyz": [[-2.23532, 0.48661, 0.48984], [-1.56631, -0.46764, -0.32648], [-0.01050, -0.29085, -0.12893], [1.00683, -0.52664, -1.06670], [2.15856, -0.03842, -0.50904], [1.87611, 0.45220, 0.66032], [0.51166, 0.37560, 0.90743], [-1.69037, 1.29818, 0.46618], [-1.70462, -0.25601, -1.41167], [-1.92074, -1.50288, -0.06466], [1.11873, -1.21881, -1.88442], [2.63438, 0.96898, 1.22589], [-0.17842, 0.71969, 1.64224]]}

=====

Entry 2:
{"formula": "C4H9NO2", "method": "wB97M-V/def2-TZVPD", "gap_ev": 9.484, "homo_ev": -8.657, "e_tot_ha": -363.050554, "lumo_energy_ev": 0.83, "smiles": "NCCCC(=O)O", "relative_energy_kj_mol": 91.8, "charge": 0, "elements": ["N", "C", "C", "C", "C", "O", "O", "H", "H", "H", "H", "H", "H", "H", "H", "H"], "xyz": [[-0.11904, 1.81067, 1.31914], [-0.23057, 1.30413, -0.02921], [0.90450, 0.36590, -0.39345], [0.70101, -1.06073, 0.08004], [-0.65710, -1.63638, -0.25026], [-1.37542, -2.19953, 0.53192], [-0.97258, -1.55800, -1.56836], [-0.29451, 2.73542, 1.64751], [0.19103, 1.21511, 2.03459], [-1.17586, 0.75231, -0.07881], [-0.26087, 2.14578, -0.71401], [1.00116, 0.34271, -1.47550], [1.86991, 0.81544, -0.14993], [1.40723, -1.70820, -0.44861], [0.77992, -1.22249, 1.15536], [-1.76880, -2.10213, -1.66042]]}

=====

Entry 3:
{"formula": "C62H56N4O6SSi2Tl", "method": "wB97M-V/def2-TZVPD", "gap_ev": 7.162, "homo_ev": -5.299, "e_tot_ha": -4216.605565, "lumo_energy_ev": 1.86, "relative_energy_kj_mol": 28.7, "charge": -1, "elements": ["Tl", "C", "O", "C", "C", "C", "C", "C", "C", "N", "N", "C", "O", "C", "C", "C", "C", "C", "C", "C", "O", "H", "H", "H", "H", "H", "H", "H", "H", "H", "H", "H", "H", "O", "Si", "C", "C", "C", "C", "C", "C", "C", "C", "C", "C", "C", "C", "C", "C", "C", "C", "C", "C", "H", "H", "H", "H", "H", "H", "H", "H", "H", "H", "H", "H", "H", "H", "H", "O", "Si", "C", "C", "C", "C", "C", "C", "C", "C", "C", "C", "C", "C", "C", "C", "C", "C", "C", "C", "H", "H", "H", "H", "H", "H", "H", "H", "H", "H", "H", "H", "H", "H", "H", "C", "C", "C", "N", "C", "S", "N", "C", "O", "C", "C", "C", "C", "C", "C", "H", "H", "H", "H", "H", "H", "H", "H", "H", "H", "H", "H", "H", "H"], "xyz": [[-0.23360, 0.07916, 0.29535], [-0.59005, -2.22879, -4.54551], [0.58543, -2.38899, -3.76484], [0.41550, -3.20468, -2.67235], [0.68933, -4.54690, -2.77783], [0.56003, -5.40177, -1.67740], [0.14933, -4.86834, -0.48022], [-0.14836, -3.50128, -0.34154], [-0.62516, -3.07951, 0.95579], [-0.92648, -1.88629, 1.31787], [-1.44071, -1.76386, 2.59060], [-1.71397, -0.51305, 2.88352], [-1.52480, 0.51636, 2.15658], [-2.36836, -0.28474, 4.20922], [-3.06278, 0.90259, 4.41733], [-3.68080, 1.14659, 5.63575], [-3.59022, 0.21363, 6.65951], [-2.88956, -0.96918, 6.45616], [-2.28616, -1.22192, 5.23444], [-0.04285, -2.62456, -1.45378], [-0.37653, -1.37097, -1.43797], [-0.29067, -1.76607, -5.48331], [-1.30734, -1.57520, -4.04333], [-1.06081, -3.19665, -4.74648], [1.02174, -4.92251, -3.73881], [0.77680, -6.45718, -1.77166], [0.04467, -5.50445, 0.39250], [-0.77533, -3.86000, 1.70513], [-3.09841, 1.62832, 3.61460], [-4.22294, 2.07137, 5.79048], [-4.05291, 0.41259, 7.61838], [-2.81131, -1.69469, 7.25639], [-1.74087, -2.13852, 5.05628], [1.44011, 0.13929, 1.62758], [2.57545, 0.96204, 2.39150], [3.97310, -0.25665, 2.77119], [3.66212, -1.59797, 3.00727], [4.64869, -2.52634, 3.30812], [5.97789, -2.12942, 3.37772], [6.31057, -0.80319, 3.14240], [5.31592, 0.11886, 2.83944], [3.39640, 2.37322, 1.44828], [4.06806, 2.08420, 0.25520], [4.75900, 3.06466, -0.44083], [4.79304, 4.36498, 0.04411], [4.12328, 4.67819, 1.21719], [3.43005, 3.69064, 1.90777], [2.03582, 1.65746, 4.06125], [2.98773, 2.14470, 4.96276], [2.61868, 2.63868, 6.20518], [1.27937, 2.64787, 6.57824], [0.31936, 2.16572, 5.70136], [0.69835, 1.68165, 4.45417], [2.62665, -1.91470, 2.94058], [4.38312, -3.56252, 3.48232], [6.75149, -2.85289, 3.60646], [7.34687, -0.48865, 3.18486], [5.59432, 1.14867, 2.63916], [4.05388, 1.07124, -0.13553], [5.26068, 2.81389, -1.36769], [5.32148, 5.13627, -0.50333], [4.13566, 5.69484, 1.59331], [2.90864, 3.95167, 2.82225], [4.03972, 2.12514, 4.69482], [3.37456, 3.01082, 6.88696], [0.98856, 3.02895, 7.55017], [-0.72741, 2.16032, 5.98437], [-0.05717, 1.32618, 3.76546], [0.51900, 1.53027, -1.00022], [1.15806, 1.80917, -2.43942], [1.34631, 3.67610, -2.62595], [1.03933, 4.50761, -1.54984], [1.08232, 5.89039, -1.67472], [1.44367, 6.46910, -2.88183], [1.75288, 5.65872, -3.96753], [1.69323, 4.27875, -3.83873], [0.05066, 1.34360, -3.89817], [0.55508, 0.83073, -5.09226], [-0.26818, 0.62328, -6.19400], [-1.62284, 0.90631, -6.11385], [-2.14767, 1.41832, -4.93258], [-1.31490, 1.64630, -3.84556], [2.80686, 0.93719, -2.69117], [3.87141, 1.49686, -3.40117], [5.07066, 0.81433, -3.56057], [5.22858, -0.44829, -3.00586], [4.18372, -1.02294, -2.29606], [2.98830, -0.33510, -2.14435], [0.77649, 4.05613, -0.60000], [0.84135, 6.51525, -0.82305], [1.47896, 7.54767, -2.98160], [2.02778, 6.10439, -4.91650], [1.90015, 3.66210, -4.70852], [1.60774, 0.57461, -5.15896], [0.14712, 0.22592, -7.11311], [-2.26868, 0.72606, -6.96451], [-3.20557, 1.64483, -4.86195], [-1.72790, 2.06644, -2.93535], [3.77495, 2.49395, -3.81788], [5.88635, 1.27272, -4.10772], [6.16485, -0.98067, -3.12404], [4.29648, -2.00873, -1.86093], [2.17859, -0.79405, -1.59438], [-7.19627, -1.37849, 0.94585], [-5.80953, -1.35181, 1.58316], [-4.89227, -0.28323, 1.01115], [-4.61608, -0.56009, -0.39494], [-3.64099, 0.03381, -1.08069], [-2.79826, 1.34398, -0.45820], [-3.33215, -0.45227, -2.32732], [-3.78451, -1.59085, -3.00211], [-3.90616, -1.56662, -4.20503], [-4.00158, -2.84112, -2.21816], [-3.21008, -3.14597, -1.11771], [-3.37921, -4.35775, -0.46480], [-4.34051, -5.25531, -0.90640], [-5.12722, -4.95337, -2.01246], [-4.94907, -3.75294, -2.67772], [-7.82759, -2.13271, 1.41627], [-7.15848, -1.61105, -0.12105], [-7.68832, -0.40960, 1.05268], [-5.32682, -2.32906, 1.48495], [-5.90328, -1.15640, 2.65304], [-3.94485, -0.25514, 1.55017], [-5.34267, 0.70836, 1.10481], [-5.08059, -1.35680, -0.80232], [-2.77451, 0.17633, -2.89790], [-2.45547, -2.44474, -0.78171], [-2.75249, -4.59906, 0.38359], [-4.47028, -6.20065, -0.39474], [-5.87192, -5.65843, -2.35848], [-5.52988, -3.50467, -3.55649]]}

=====

Entry 4:
{"formula": "C6H13N", "method": "wB97M-V/def2-TZVPD", "gap_ev": 9.771, "homo_ev": -8.644, "e_tot_ha": -291.066960, "lumo_energy_ev": 1.13, "smiles": "C=CCCCNC", "relative_energy_kj_mol": 241.0, "charge": 0, "elements": ["C", "C", "C", "C", "C", "N", "C", "H", "H", "H", "H", "H", "H", "H", "H", "H", "H", "H", "H", "H"], "xyz": [[-3.34657, 0.77449, 0.13255], [-2.61236, -0.34300, 0.25571], [-1.24755, -0.44496, 0.87666], [-0.23818, 0.13700, -0.17348], [1.06349, -0.37154, 0.30424], [2.09840, 0.54335, -0.25633], [3.24225, -0.10931, -0.85814], [-4.34982, 0.71304, -0.21524], [-2.98151, 1.78113, 0.47455], [-3.20582, -1.26059, 0.26059], [-1.11260, 0.06062, 1.78897], [-1.27004, -1.53763, 0.99558], [-0.54378, -0.09748, -1.11171], [-0.23778, 1.32866, -0.06111], [1.28483, -1.47840, 0.21740], [1.10057, -0.21634, 1.45962], [1.61439, 1.11376, -0.91452], [3.68857, 0.62551, -1.68643], [4.01407, -0.16818, -0.07103], [3.03944, -1.05012, -1.41787]]}